# 1
Molecular formula: C33H39BN4O2P2Ru
Method: DFT, the ωB97M-V functional and the def2-TZVPD basis

Geometry as ORCA input:
```
! wB97M-V def2-TZVPD RIJCOSX def2/J DEFGRID3
* xyz 2 5
Ru 1.3158 -0.3164 1.8116
C -2.7143 -1.7680 -5.6542
C -2.1675 -0.5953 -5.3314
C -2.8701 0.7089 -5.0972
C -4.3604 0.6250 -4.7005
C -4.6485 -0.1840 -3.4635
C -4.8623 -1.4981 -3.3868
C -4.9107 -2.4889 -4.5186
C -4.1760 -2.0905 -5.8173
C 1.0322 -0.5464 3.8824
H -2.0498 -2.6085 -5.9018
H -1.0734 -0.5152 -5.3146
H -2.8072 1.3320 -6.0076
H -2.3247 1.2663 -4.3185
H -4.6985 1.6558 -4.5055
H -4.9409 0.2793 -5.5620
H -4.7530 0.4209 -2.5526
H -5.1250 -1.9331 -2.4156
H -5.9623 -2.6958 -4.7852
H -4.5037 -3.4472 -4.1597
H -4.2476 -2.9541 -6.4987
H -4.7261 -1.2804 -6.3072
H 1.6285 -1.4067 4.2476
H -0.0144 -0.6983 4.1842
H 1.4045 0.3878 4.3483
P -0.7037 0.6257 1.7635
P 1.4819 0.6014 -0.2175
N -1.9389 -0.5295 2.1162
N -1.1653 1.9672 2.7898
N 1.2536 -0.6754 -1.3615
N 2.8893 1.3385 -0.8695
C -1.1529 1.2020 0.1039
C 0.1026 1.7137 -0.6122
C -1.7059 -1.8905 2.3254
C -2.9312 -2.5296 2.4046
C -3.9493 -1.5390 2.2281
C -3.3172 -0.3174 2.0463
C -1.1411 1.9467 4.1913
C -1.5248 3.1938 4.6617
C -1.7914 4.0171 3.5230
C -1.5563 3.2492 2.3927
C 1.5741 -2.0053 -1.0985
C 1.1512 -2.7745 -2.1751
C 0.5310 -1.8936 -3.1178
C 0.6185 -0.6076 -2.5992
C 3.1641 1.6176 -2.2178
C 4.2754 2.4548 -2.2750
C 4.6879 2.7131 -0.9192
C 3.8241 2.0258 -0.0822
H -1.9510 1.9501 0.1474
H -1.5874 0.3221 -0.3959
H -0.0749 1.8102 -1.6891
H 0.4126 2.7056 -0.2456
H -0.6885 -2.2616 2.3875
H -3.0803 -3.5904 2.5644
H -5.0193 -1.6969 2.2241
H -3.7057 0.6763 1.8627
H -0.8236 1.0598 4.7185
H -1.6034 3.4794 5.7038
H -2.1188 5.0484 3.5282
H -1.6190 3.5021 1.3437
H 2.0397 -2.2617 -0.1562
H 1.2759 -3.8426 -2.2735
H 0.0617 -2.1548 -4.0561
H 0.2587 0.3319 -2.9924
H 2.5669 1.1917 -3.0083
H 4.7266 2.8407 -3.1731
H 5.5135 3.3360 -0.6122
H 3.7763 1.9405 0.9923
O 4.0545 0.7754 3.0664
B 3.1797 -0.2864 2.6538
O 3.7993 -1.5462 2.9982
C 4.9425 -1.2302 3.6800
C 5.6071 -2.0632 4.5648
C 6.4422 -1.4573 5.5061
C 6.6365 -0.0724 5.5196
C 5.9929 0.7658 4.5980
C 5.1164 0.1687 3.7076
H 5.4162 -3.1370 4.5345
H 6.9252 -2.0877 6.2585
H 7.2766 0.3836 6.2781
H 6.1304 1.8466 4.5878
*
```

Values from the calculation:
E   -2452.132000 hartree
Relative energy (zero: lowest compared OMol25 entry of this formula, charge and spin)   0.0000 eV
⟨S²⟩   6.031
LUMO level (spin up / spin down)   -0.198 / -0.368 Ha

Atomic partial charges in e from the Löwdin method, atoms 1 to 5: 0.72, -0.07, -0.09, -0.15, -0.14

# 2
Molecular formula: C33H39BrEuN7O3Si
Method: DFT, the ωB97M-V functional and the def2-TZVPD basis

Geometry as ORCA input:
```
! wB97M-V def2-TZVPD RIJCOSX def2/J DEFGRID3
* xyz -1 8
Eu 0.7385 -0.1325 -0.0912
C -1.8782 -4.3568 -1.7193
O -2.9145 -3.4376 -1.6571
C -3.3916 -2.9370 -2.8984
C -3.8387 -1.5307 -2.6962
O -2.7280 -0.6723 -2.2900
C -3.1095 0.7100 -2.4075
H -1.9157 -4.9944 -2.5953
H -1.9221 -5.0186 -0.7978
H -0.9125 -3.8362 -1.6774
H -4.3337 -3.4269 -3.2352
H -2.5646 -3.0069 -3.7056
H -4.6811 -1.4522 -1.9738
H -4.2921 -1.1556 -3.5941
H -3.2563 0.8756 -3.4716
H -2.2815 1.2759 -1.9401
H -4.1227 0.9017 -1.9371
Br 1.4406 -1.9031 -2.9105
C 0.4944 -0.9733 -4.1574
C 0.4601 -1.5281 -5.4071
C -0.1798 -0.7996 -6.4321
C -0.6972 0.4322 -6.1533
C -0.6159 1.0504 -4.8323
C -0.8628 2.4375 -4.6844
C -0.5037 3.0353 -3.4941
C -0.0679 2.2875 -2.3732
C 0.1070 0.8810 -2.4840
C -0.0160 0.3306 -3.7875
H 0.9043 -2.5435 -5.5253
H -0.1600 -1.0933 -7.4781
H -0.9891 1.1213 -6.9343
H -1.2810 2.9179 -5.5781
H -0.3621 4.1195 -3.5165
H -0.0246 2.8367 -1.4134
C -2.3981 2.2599 2.2663
Si -0.9305 2.4251 1.0546
C -1.4817 4.1929 0.2153
C 0.4411 3.1365 2.1124
C 0.4303 3.1156 3.5210
C 1.5520 3.4597 4.2766
C 2.7418 3.9143 3.6944
C 2.8080 3.8658 2.2713
C 1.6689 3.5669 1.5185
H -2.2739 2.8721 3.2081
H -2.4978 1.2389 2.4692
H -3.2340 2.7190 1.6939
H -1.8560 4.7134 1.0920
H -2.2758 4.0676 -0.5095
H -0.6553 4.7661 -0.1841
H -0.4154 2.7664 4.0510
H 1.4581 3.3318 5.3573
H 3.5644 4.1653 4.2613
H 3.7361 4.1221 1.6735
H 1.8392 3.5555 0.4178
N 2.9433 0.3191 4.1592
C 2.8016 0.1391 2.8075
O 1.6576 -0.0032 2.3363
C 4.0236 0.0125 2.0597
C 5.2756 -0.0449 2.6618
N 6.2879 -0.0785 3.2535
C 3.8521 -0.2581 0.6812
N 3.5308 -0.3682 -0.4295
H 2.1849 0.8740 4.5363
H 3.7711 0.7189 4.6255
N -3.2119 -1.4251 1.7170
C -2.7355 -1.5089 3.0191
C -1.3950 -1.4573 2.8741
N -1.0347 -1.3119 1.5380
C -2.1937 -1.2752 0.8606
H -4.1372 -1.5110 1.3669
H -3.3412 -1.5332 3.8734
H -0.6696 -1.5249 3.7005
H -2.3121 -1.2600 -0.2148
C 2.5362 -2.9700 3.8328
N 2.5761 -3.1424 2.3749
C 3.6665 -3.5478 1.6140
C 3.2534 -3.4011 0.3406
N 1.9302 -2.9987 0.2643
C 1.5804 -2.8322 1.5050
H 3.3478 -2.3149 4.1037
H 2.5633 -3.9054 4.4056
H 1.6894 -2.3180 4.0968
H 4.6139 -3.7975 2.0654
H 3.8045 -3.4747 -0.5386
H 0.6774 -2.4700 1.8981
*
```

Values from the calculation:
E   -5463.727075 hartree
Relative energy (zero: lowest compared OMol25 entry of this formula, charge and spin)   2.7480 eV
⟨S²⟩   15.760
LUMO level (spin up / spin down)   0.085 / 0.085 Ha

Atomic partial charges in e from the Löwdin method, atoms 1 to 5: 1.38, -0.13, -0.20, -0.20, -0.21

# 3
Molecular formula: C33H39F2HgMnN9O8P
Method: DFT, the ωB97M-V functional and the def2-TZVPD basis

Geometry as ORCA input:
```
! wB97M-V def2-TZVPD RIJCOSX def2/J DEFGRID3
* xyz 3 6
Mn -0.6194 0.2432 4.0165
Hg 0.3551 -1.3400 -2.5734
O -0.0240 -0.2253 -0.5224
P 0.4102 0.4076 0.7547
O -0.1302 -0.0004 2.0948
F 0.1093 1.9508 0.6747
F 1.9680 0.2702 0.6567
N -2.2710 1.5993 3.7873
C -3.4831 1.2736 4.2996
C -4.6343 1.9600 4.0155
C -4.5738 3.1039 3.2379
C -3.3426 3.4932 2.7084
C -2.2519 2.6977 3.0088
H -3.5632 0.4165 4.9587
H -5.5469 1.6410 4.5013
H -5.4651 3.6840 3.0347
H -3.3108 4.3511 2.0543
H -1.3238 2.9432 2.5103
N 1.2093 -2.9975 -1.1219
C 0.6180 -4.2100 -1.0169
C 1.0966 -5.2629 -0.2472
C 2.3079 -5.0836 0.3941
C 2.9300 -3.8538 0.3248
C 2.3675 -2.8565 -0.4687
H -0.2867 -4.3547 -1.5926
H 0.4368 -6.1109 -0.1384
H 2.8014 -5.8395 0.9946
H 3.8328 -3.6008 0.8630
H 2.8590 -1.8907 -0.4104
N 1.1237 -0.9350 4.6910
C 1.8610 -0.6148 5.7824
C 2.9301 -1.3710 6.2272
C 3.3639 -2.4380 5.4464
C 2.6263 -2.7774 4.3315
C 1.5287 -2.0179 3.9950
H 1.5733 0.2818 6.3155
H 3.4440 -1.1810 7.1579
H 4.2324 -2.9901 5.7800
H 2.8359 -3.6401 3.7155
H 1.0002 -2.3320 3.1028
N 2.2830 0.0416 -2.4924
C 3.5395 -0.3926 -2.7366
C 4.6598 0.4312 -2.6280
C 4.4907 1.7515 -2.2708
C 3.2010 2.2446 -2.1678
C 2.1577 1.3515 -2.2305
H 3.6666 -1.4508 -2.9205
H 5.6014 0.0302 -2.9766
H 5.2974 2.4749 -2.2758
H 3.0099 3.3038 -2.0808
H 1.1576 1.7602 -2.1581
N -0.4468 0.2321 -4.0881
C -0.5523 0.2246 -5.4416
C -1.1752 1.2101 -6.1691
C -1.6981 2.2918 -5.4740
C -1.7257 2.3044 -4.0899
C -1.0536 1.2581 -3.4696
H -0.0870 -0.6193 -5.9360
H -1.3020 1.2489 -7.2416
H -2.2127 3.1283 -5.9342
H -2.2396 3.0944 -3.5698
H -1.0713 1.2213 -2.3834
N -1.8028 -2.1761 -2.3628
C -2.3993 -2.4885 -1.1834
C -3.6442 -3.0699 -1.0944
C -4.2822 -3.4457 -2.2744
C -3.6805 -3.1803 -3.4865
C -2.4597 -2.5091 -3.4789
H -1.8266 -2.1491 -0.3307
H -4.1631 -3.2524 -0.1636
H -5.1969 -4.0248 -2.2983
H -4.1940 -3.4377 -4.4012
H -1.9989 -2.2772 -4.4313
C 0.0669 4.8585 0.2698
N -0.2190 4.2637 -1.0471
O -1.3175 3.8173 -1.2925
O 0.7341 4.1595 -1.7868
H 0.4064 5.8857 0.1830
H 0.8953 4.2620 0.6431
H -0.8019 4.7279 0.9032
C 4.5834 1.7964 1.3221
N 4.7053 0.3273 1.6012
O 4.9457 -0.0012 2.7309
O 4.7018 -0.3958 0.6258
H 5.1022 1.9674 0.3897
H 5.0772 2.2887 2.1577
H 3.5547 2.1369 1.3873
C -5.0684 0.1580 0.2839
N -3.6917 0.5700 -0.1067
O -2.7849 0.2556 0.6441
O -3.5329 1.1747 -1.1260
H -5.0991 -0.1761 1.3137
H -5.3614 -0.6103 -0.4259
H -5.7426 1.0102 0.2264
*
```

Values from the calculation:
E   -4220.223273 hartree
⟨S²⟩   8.755
LUMO level (spin up / spin down)   -0.271 / -0.320 Ha

Atomic partial charges in e from the Löwdin method, atoms 1 to 5: 1.18, 1.18, -0.35, 0.30, -0.37